Entry 1:
The following is a quantum chemistry calculation of a structure of composition C22H16F5N6O2STm, from the OMol25 dataset.

Expectation value of S²: 2.002
DFT total energy: -3309.783757 hartree
Charge: 0
E_LUMO (alpha / beta): -0.68 / -0.67 eV
Maximum force: 0.0174 hartree/bohr
2S+1: 3

CARTESIAN COORDINATES (ANGSTROEM)
Tm 0.4384 -0.5984 -0.7421
S 2.5112 -0.5992 -2.4243
F -1.9087 -2.9614 3.0547
F 0.5790 -6.6242 1.4531
F 1.1436 -5.2941 -0.8048
F -0.9273 -5.4989 3.4125
F -1.3346 -1.6108 0.7421
O 1.7303 -1.4046 1.1546
O 0.1517 -2.6661 -1.1586
N -0.2728 0.2663 -2.8225
N 0.9891 1.0558 0.7407
N 1.8632 -1.6435 -4.7737
N 0.6552 5.8147 0.7229
N 0.2173 -0.3559 -3.9488
N -1.6265 0.9423 -0.6304
C -1.5213 1.7964 -4.2835
C -0.1146 -3.4170 -0.1052
C 1.7960 -0.6835 2.1471
C 0.3780 -4.7042 0.1140
C 2.5655 -1.1048 3.3480
C 0.0959 -5.3937 1.2827
C 1.3567 1.6726 3.1332
C -1.1260 1.2089 -2.9714
C 1.0023 0.6094 2.1285
C -0.6762 -4.8266 2.2851
C -2.3144 2.9861 -1.6576
C -0.9011 -2.9041 0.9207
C -2.8357 3.4291 -0.4535
C 0.9464 2.3614 0.4875
C 0.9934 3.3581 1.4269
C 1.4124 -0.8720 -3.7593
C -1.7177 1.7336 -1.7095
C 0.8266 4.7188 1.0405
C 1.2884 2.9619 2.7917
C -2.1406 1.3760 0.5201
C -2.7613 2.6047 0.6558
C -1.1810 -3.5522 2.1020
H 1.8969 -1.1574 4.2115
H -2.0429 0.7114 1.3701
H -3.1599 2.9051 1.6141
H 3.3110 -0.3413 3.5808
H -2.6023 1.9332 -4.3346
H 2.7191 -2.1522 -4.6573
H -1.1882 1.1572 -5.0945
H -2.3499 3.6085 -2.5398
H 3.0315 -2.0698 3.1737
H 0.8774 2.6414 -0.5624
H 1.2036 -1.9321 -5.4756
H -0.0051 0.2072 2.4044
H 1.5891 1.3888 4.1517
H 1.4849 3.7284 3.5311
H -1.0601 2.7799 -4.4085
H -3.2859 4.4103 -0.3839

Atoms 1-2, force components in eV/Å:
Tm 0.184 0.560 -0.368
S -0.185 0.077 -0.093

---

Entry 2:
The following is a quantum chemistry calculation of a cluster of 2 separate species, C3H7N2O in total, from the OMol25 dataset.

Expectation value of S²: 0.761
DFT total energy: -302.442309 hartree
Charge: +2
E_LUMO (alpha / beta): -10.25 / -14.68 eV
Maximum force: 0.1062 hartree/bohr
2S+1: 2

CARTESIAN COORDINATES (ANGSTROEM)
O 2.3425 -2.0081 0.6174
N 0.3467 0.8058 0.2619
N -1.6080 -0.0641 0.0513
C -0.1805 1.4987 -0.8601
C -0.4164 -0.2061 0.7164
C -1.4215 0.9469 -1.0501
H 0.0102 -0.9143 1.3632
H 1.2560 0.8654 0.7389
H 0.3506 2.2660 -1.6006
H -2.0143 0.9208 -1.9698
H -2.6075 -0.6408 0.2123
H 3.0018 -2.3320 1.2895
H 2.2022 -2.7284 -0.0025

Atoms 1-2, force components in eV/Å:
O 0.331 0.187 1.078
N 1.249 1.293 -1.459

---

> Look up the charge of the second one.

+2

---

> The lowest 2S+1 belongs to which entry?

C3H7N2O

---

Repeat the first record exactly.
The following is a quantum chemistry calculation of a structure of composition C22H16F5N6O2STm, from the OMol25 dataset.

Expectation value of S²: 2.002
DFT total energy: -3309.783757 hartree
Charge: 0
E_LUMO (alpha / beta): -0.68 / -0.67 eV
Maximum force: 0.0174 hartree/bohr
2S+1: 3

CARTESIAN COORDINATES (ANGSTROEM)
Tm 0.4384 -0.5984 -0.7421
S 2.5112 -0.5992 -2.4243
F -1.9087 -2.9614 3.0547
F 0.5790 -6.6242 1.4531
F 1.1436 -5.2941 -0.8048
F -0.9273 -5.4989 3.4125
F -1.3346 -1.6108 0.7421
O 1.7303 -1.4046 1.1546
O 0.1517 -2.6661 -1.1586
N -0.2728 0.2663 -2.8225
N 0.9891 1.0558 0.7407
N 1.8632 -1.6435 -4.7737
N 0.6552 5.8147 0.7229
N 0.2173 -0.3559 -3.9488
N -1.6265 0.9423 -0.6304
C -1.5213 1.7964 -4.2835
C -0.1146 -3.4170 -0.1052
C 1.7960 -0.6835 2.1471
C 0.3780 -4.7042 0.1140
C 2.5655 -1.1048 3.3480
C 0.0959 -5.3937 1.2827
C 1.3567 1.6726 3.1332
C -1.1260 1.2089 -2.9714
C 1.0023 0.6094 2.1285
C -0.6762 -4.8266 2.2851
C -2.3144 2.9861 -1.6576
C -0.9011 -2.9041 0.9207
C -2.8357 3.4291 -0.4535
C 0.9464 2.3614 0.4875
C 0.9934 3.3581 1.4269
C 1.4124 -0.8720 -3.7593
C -1.7177 1.7336 -1.7095
C 0.8266 4.7188 1.0405
C 1.2884 2.9619 2.7917
C -2.1406 1.3760 0.5201
C -2.7613 2.6047 0.6558
C -1.1810 -3.5522 2.1020
H 1.8969 -1.1574 4.2115
H -2.0429 0.7114 1.3701
H -3.1599 2.9051 1.6141
H 3.3110 -0.3413 3.5808
H -2.6023 1.9332 -4.3346
H 2.7191 -2.1522 -4.6573
H -1.1882 1.1572 -5.0945
H -2.3499 3.6085 -2.5398
H 3.0315 -2.0698 3.1737
H 0.8774 2.6414 -0.5624
H 1.2036 -1.9321 -5.4756
H -0.0051 0.2072 2.4044
H 1.5891 1.3888 4.1517
H 1.4849 3.7284 3.5311
H -1.0601 2.7799 -4.4085
H -3.2859 4.4103 -0.3839

Atoms 1-2, force components in eV/Å:
Tm 0.184 0.560 -0.368
S -0.185 0.077 -0.093

---

> Among the records above, which one has the highest maximum force?

C3H7N2O